Density functional theory data (ωB97M-V with the def2-TZVPD basis set) for an isolated ion of composition C6H13BrN and charge +1 in a non-equilibrium geometry.

CARTESIAN COORDINATES (ANGSTROEM)
1 C -1.906 0.416 -1.365
2 C -1.187 -0.568 -0.823
3 C -1.783 -1.636 0.134
4 C 0.268 -0.472 -0.900
5 Br 1.237 -2.182 -1.104
6 N 0.905 0.229 0.577
7 C 2.431 0.322 0.563
8 C 0.166 1.442 0.857
9 H -1.415 1.257 -1.983
10 H -2.923 0.406 -1.322
11 H -2.829 -1.342 0.380
12 H -1.141 -1.586 1.045
13 H -1.667 -2.587 -0.261
14 H 0.663 0.199 -1.726
15 H 0.674 -0.399 1.355
16 H 2.955 0.157 -0.345
17 H 2.576 1.354 0.873
18 H 2.981 -0.443 1.153
19 H -0.319 1.979 -0.073
20 H -0.623 1.355 1.590
21 H 0.934 2.098 1.375

## Properties
Multiplicity: 1
E_HOMO: -14.264 eV
E_tot: -2864.85392 Ha
SMILES: C=C(C)[C@H](Br)[NH+](C)C
Relative energy (zero: lowest compared OMol25 entry of this formula, charge and spin): 24.49 kcal per mole
Charge: +1